Molecular formula: C20H30F2N3O2S
Method: DFT, wB97M-V/def2-TZVPD

Values from the calculation:
Net charge ... +1
Lowest unoccupied orbital energy ... -0.0990 Eh
E_HOMO ... -10.657 eV
2S+1 ... 1
Orbital gap ... 7.96 eV

Element x y z (Å)
C (6.8915, 2.2146, 1.8429)
C (5.4843, 3.0430, 2.0147)
O (4.2776, 2.2669, 1.5798)
C (3.2025, 2.6847, 2.4929)
S (1.4645, 2.4921, 1.8215)
C (1.2536, 0.9596, 0.7652)
C (-0.4768, 0.5811, 0.9720)
C (-1.1217, 1.0528, 2.5134)
O (-0.8071, -0.4954, 2.0563)
C (1.2355, 3.9604, 0.6515)
C (0.3367, 5.0732, 1.5139)
N (0.1652, 4.5370, 2.9470)
N (1.0477, 6.4082, 1.5176)
N (-1.0459, 5.0822, 0.9005)
H (7.7665, 3.0181, 1.9596)
H (6.9809, 1.5189, 2.8091)
H (6.9950, 1.6118, 0.8456)
H (5.4232, 3.3485, 3.1668)
H (5.4986, 4.0028, 1.3058)
H (3.3192, 2.0475, 3.4807)
H (3.3524, 3.8495, 2.7075)
H (1.8279, 0.0102, 1.1370)
H (1.2844, 1.1385, -0.3907)
H (-1.2206, 0.7029, -0.0310)
H (-2.2704, 1.2424, 2.6310)
H (-0.3871, 0.9327, 3.4215)
H (0.6367, 3.6614, -0.3357)
H (2.2788, 4.3991, 0.3015)
H (1.0377, 4.8479, 3.4543)
H (-0.6319, 5.0361, 3.4197)
H (1.2889, 6.5966, 0.5201)
H (0.3956, 7.1203, 1.9166)
H (-0.9573, 5.2939, -0.1174)
H (-1.6354, 5.7759, 1.4106)
F (0.7304, -5.4673, -3.3246)
C (0.4820, -4.5419, -2.3884)
C (-0.8028, -4.4202, -1.8706)
C (-1.0608, -3.4602, -0.8921)
C (-0.0324, -2.6245, -0.4497)
C (1.2528, -2.7511, -0.9792)
C (1.5129, -3.7185, -1.9495)
H (-1.5909, -5.0724, -2.2325)
H (-2.0601, -3.3622, -0.4753)
H (-0.2350, -1.8730, 0.3103)
H (2.0507, -2.0969, -0.6362)
H (2.5080, -3.8366, -2.3653)
F (-3.5929, -4.5760, -1.5032)
C (-4.5245, -4.9018, -2.4090)
C (-4.2019, -5.7819, -3.4361)
C (-5.1731, -6.1254, -4.3765)
C (-6.4542, -5.5757, -4.2855)
C (-6.7668, -4.6892, -3.2538)
C (-5.7987, -4.3547, -2.3073)
H (-3.1992, -6.1924, -3.4956)
H (-4.9332, -6.8187, -5.1788)
H (-7.2101, -5.8404, -5.0218)
H (-7.7634, -4.2595, -3.1874)
H (-6.0272, -3.6742, -1.4937)


Molecular formula: C20H30HfN3O5S2Si
Method: DFT, wB97M-V/def2-TZVPD

Values from the calculation:
Net charge ... +1
Lowest unoccupied orbital energy ... -0.0865 Eh
E_HOMO ... -11.282 eV
2S+1 ... 1
Orbital gap ... 8.93 eV

Element x y z (Å)
Hf (0.1096, -0.5056, 0.5930)
C (1.8272, 0.8057, 3.8351)
C (1.1749, -0.5478, 3.8130)
C (1.3520, -1.4759, 4.8171)
C (0.7258, -2.7166, 4.7092)
C (-0.0299, -3.0237, 3.5991)
C (-0.1535, -2.0606, 2.5962)
N (0.3867, -0.8223, 2.7595)
N (-0.7152, -2.2167, 1.3540)
Si (-2.4038, -2.6073, 1.0816)
C (-3.4027, -1.7295, 2.4202)
C (-2.7545, -4.4454, 0.9515)
C (-2.6784, -1.7769, -0.5945)
H (1.2909, 1.4793, 4.5066)
H (1.8411, 1.2250, 2.8292)
H (2.8513, 0.7254, 4.1943)
H (1.9810, -1.2426, 5.6644)
H (0.8611, -3.4527, 5.4911)
H (-0.4807, -3.9965, 3.4588)
H (-3.2752, -2.2044, 3.3955)
H (-4.4698, -1.7189, 2.1940)
H (-3.0565, -0.6961, 2.5004)
H (-2.6078, -4.9701, 1.8973)
H (-2.1049, -4.9057, 0.2050)
H (-3.7882, -4.6085, 0.6387)
H (-2.7512, -0.6895, -0.4998)
H (-3.5943, -2.1143, -1.0816)
H (-1.8536, -2.0167, -1.2666)
C (2.6798, 2.5148, -6.8507)
C (2.0932, 2.1125, -5.5304)
C (2.8029, 2.2942, -4.3452)
C (2.2750, 1.8954, -3.1285)
C (1.0118, 1.3257, -3.1143)
C (0.2759, 1.1275, -4.2786)
C (0.8226, 1.5293, -5.4792)
S (0.3153, 0.7195, -1.6326)
O (0.9848, 1.3010, -0.4268)
O (-1.1056, 0.9857, -1.5507)
N (0.4597, -0.8615, -1.4779)
C (1.8743, -1.2925, -1.5966)
C (2.6556, -0.7513, -0.3877)
O (3.7060, -0.1805, -0.5001)
O (2.0051, -0.9655, 0.7463)
H (3.6467, 2.9972, -6.7261)
H (2.0130, 3.1992, -7.3761)
H (2.8129, 1.6369, -7.4848)
H (3.7873, 2.7424, -4.3725)
H (2.8362, 2.0108, -2.2089)
H (-0.7049, 0.6718, -4.2222)
H (0.2659, 1.3873, -6.3968)
H (2.3249, -0.9288, -2.5205)
H (1.9068, -2.3809, -1.5836)
C (-1.4002, 2.9170, 2.9880)
S (-0.7125, 2.4337, 1.3895)
C (-1.8841, 3.3436, 0.3654)
O (-1.1655, 0.9640, 1.2679)
H (-1.2469, 3.9887, 3.1109)
H (-0.8650, 2.3729, 3.7629)
H (-2.4590, 2.6685, 3.0129)
H (-1.5205, 4.3646, 0.2574)
H (-2.8697, 3.3231, 0.8245)
H (-1.9033, 2.8425, -0.5972)


Molecular formula: C20H30IrN2OSi2Te
Method: DFT, wB97M-V/def2-TZVPD

Values from the calculation:
Net charge ... -1
Lowest unoccupied orbital energy (spin up / spin down) ... 0.0884 / 0.0884 Eh
E_HOMO (spin up / spin down) ... -4.171 / -4.171 eV
2S+1 ... 1
Orbital gap (spin up / spin down) ... 6.58 / 6.58 eV

Element x y z (Å)
Ir (2.2781, 1.0110, -0.8443)
C (0.7706, 1.2876, -3.8084)
Si (-0.0545, 2.3188, -2.4875)
C (0.4012, 4.1224, -2.7221)
C (-1.9132, 2.1342, -2.7841)
N (0.4374, 1.7750, -0.9066)
C (-0.1743, 2.0294, 0.2998)
C (-1.3678, 2.7250, 0.5232)
C (-1.8953, 2.8175, 1.8016)
C (-1.2422, 2.2152, 2.8756)
C (-0.0541, 1.5317, 2.6723)
C (0.4972, 1.4374, 1.3893)
N (1.6485, 0.7626, 1.0199)
Si (2.5696, -0.2738, 2.0808)
C (3.2830, 0.7029, 3.5220)
C (1.4718, -1.6532, 2.7364)
C (4.0020, -1.0604, 1.1824)
H (0.3604, 1.5634, -4.7858)
H (0.5927, 0.2202, -3.6518)
H (1.8504, 1.4383, -3.8259)
H (0.0814, 4.4962, -3.6987)
H (1.4841, 4.2378, -2.6428)
H (-0.0630, 4.7414, -1.9502)
H (-2.0831, 2.0998, -3.8642)
H (-2.5052, 2.9613, -2.3892)
H (-2.3026, 1.2062, -2.3574)
H (-1.8872, 3.1908, -0.3034)
H (-2.8223, 3.3559, 1.9595)
H (-1.6587, 2.2804, 3.8737)
H (0.4435, 1.0659, 3.5117)
H (2.5147, 1.2010, 4.1133)
H (3.9576, 1.4721, 3.1383)
H (3.8551, 0.0518, 4.1888)
H (0.6312, -1.2954, 3.3328)
H (2.0674, -2.3251, 3.3627)
H (1.0732, -2.2369, 1.9017)
H (4.6962, -0.3117, 0.7978)
H (3.6491, -1.6587, 0.3425)
H (4.5407, -1.7150, 1.8760)
O (3.7795, 1.2979, -1.6306)
C (-0.6900, -1.2551, -0.6344)
Te (1.0065, -2.2613, -1.4694)
C (-0.2997, -3.9863, -1.5201)
C (-1.5666, -3.6034, -0.7910)
C (-2.5667, -4.5418, -0.5365)
C (-3.7276, -4.1827, 0.1280)
C (-3.9016, -2.8672, 0.5461)
C (-2.9151, -1.9297, 0.2955)
C (-1.7430, -2.2880, -0.3703)
H (-1.0283, -0.4987, -1.3380)
H (-0.3837, -0.7428, 0.2752)
H (0.1839, -4.8333, -1.0342)
H (-0.5192, -4.2636, -2.5513)
H (-2.4245, -5.5661, -0.8634)
H (-4.4930, -4.9237, 0.3234)
H (-4.8036, -2.5751, 1.0698)
H (-3.0411, -0.9025, 0.6215)


Molecular formula: C20H30N2O5
Method: DFT, wB97M-V/def2-TZVPD

Values from the calculation:
Lowest unoccupied orbital energy ... 0.0285 Eh
E_HOMO ... -8.600 eV
2S+1 ... 1
Orbital gap ... 9.38 eV

Element x y z (Å)
C (-2.9453, -1.1817, -2.8324)
C (-1.4986, -0.9806, -3.2581)
H (-1.2718, 0.0797, -3.3872)
H (-1.2900, -1.5249, -4.1849)
O (-0.6037, -1.4441, -2.2446)
C (-0.0214, -2.6291, -2.4212)
O (-0.2032, -3.3477, -3.3688)
C (0.9224, -2.9348, -1.2778)
H (1.2128, -3.9840, -1.3386)
H (0.4035, -2.7499, -0.3365)
C (2.1534, -2.0293, -1.3626)
H (2.6552, -2.1778, -2.3209)
H (1.8294, -0.9898, -1.3107)
C (3.1237, -2.3219, -0.2164)
N (4.1152, -1.2816, -0.0575)
C (4.1373, -0.4824, 1.0260)
O (3.3863, -0.6254, 1.9721)
C (5.1623, 0.6436, 0.9797)
H (6.1206, 0.2868, 0.6036)
H (5.2934, 1.0029, 2.0014)
C (4.6273, 1.7789, 0.0891)
N (3.1939, 1.9044, 0.2178)
C (2.3708, 1.5647, -0.8065)
O (2.7828, 1.3949, -1.9414)
C (0.9363, 1.4208, -0.4464)
C (0.5401, 0.7340, 0.6954)
C (-0.7993, 0.5161, 0.9603)
C (-1.7738, 0.9971, 0.0913)
C (-1.3726, 1.6966, -1.0520)
C (-0.0386, 1.8875, -1.3251)
H (0.2719, 2.4052, -2.2201)
H (-2.1384, 2.0660, -1.7164)
O (-3.1160, 0.8246, 0.2074)
C (-3.7032, 0.2417, 1.3539)
C (-4.1624, 1.2911, 2.3779)
C (-5.0378, 0.6211, 3.4337)
H (-5.9030, 0.1467, 2.9767)
H (-4.4720, -0.1381, 3.9700)
H (-5.3893, 1.3569, 4.1523)
C (-2.9834, 2.0051, 3.0336)
H (-2.3765, 1.3028, 3.6016)
H (-2.3548, 2.4852, 2.2872)
H (-3.3456, 2.7705, 3.7162)
H (-4.7597, 2.0317, 1.8353)
H (-3.0404, -0.4909, 1.8232)
H (-4.5823, -0.2907, 0.9743)
H (-1.0624, -0.0363, 1.8482)
H (1.2762, 0.3221, 1.3715)
H (2.8170, 1.9554, 1.1517)
H (4.8124, 1.5716, -0.9685)
H (5.1124, 2.7243, 0.3516)
H (4.6747, -1.0479, -0.8624)
H (3.6276, -3.2801, -0.3818)
H (2.5825, -2.3685, 0.7319)
H (-3.6071, -0.7992, -3.6043)
H (-3.1484, -2.2405, -2.6885)
H (-3.1408, -0.6527, -1.9035)